C33H54As3Br3NORuS | wB97M-V/def2-TZVPD

Each line ends with the Mulliken spin population.
Geometry (Å):
Ru -0.58973 -0.77879 0.33274  1.058
C -4.53148 6.26199 -0.69159  -0.001
C -4.62495 5.21613 0.42369  -0.006
C -4.19551 5.85895 1.75392  -0.004
C -6.08287 4.75122 0.53263  -0.003
C -3.69700 4.03549 0.16830  -0.018
C -3.91704 2.81089 0.81638  0.010
C -3.03686 1.78317 0.61597  -0.037
Br -3.34044 0.13787 1.51522  0.046
C -1.92400 1.88396 -0.24622  0.015
O -1.20823 0.80942 -0.52079  -0.090
C -1.67103 3.11531 -0.89406  -0.009
C -2.57617 4.14311 -0.65516  0.004
C -0.48798 3.41292 -1.82693  -0.009
C 0.24571 4.66254 -1.30785  -0.002
C 0.56078 2.30128 -1.95272  0.010
C -1.04772 3.69202 -3.23181  -0.004
H -5.27519 7.03868 -0.51636  0.000
H -4.72974 5.82506 -1.67225  0.000
H -3.55924 6.75593 -0.71736  0.000
H -4.83691 6.71295 1.97494  0.000
H -3.16382 6.21207 1.70482  0.000
H -4.27959 5.15092 2.58091  0.000
H -6.73012 5.62140 0.63856  0.000
H -6.25722 4.12095 1.40507  0.000
H -6.39644 4.20645 -0.35969  0.000
H -4.76492 2.66958 1.47031  -0.002
H -2.40367 5.08482 -1.15243  0.001
H 0.60998 4.51147 -0.28878  0.001
H -0.38375 5.55091 -1.31161  0.000
H 1.10532 4.87031 -1.94567  0.000
H 0.99630 2.03492 -0.98570  0.008
H 1.36733 2.67230 -2.58637  0.002
H 0.15413 1.40323 -2.41478  -0.004
H -1.74488 4.52949 -3.23272  0.000
H -1.56879 2.81639 -3.62421  0.001
H -0.23042 3.93652 -3.91182  0.000
Br -1.84573 -3.07584 1.35839  0.018
C -2.29770 -4.46809 0.05411  0.002
Br -0.87974 -4.93877 -1.13210  0.000
H -3.12842 -4.08628 -0.52491  0.000
H -2.56089 -5.32915 0.65587  0.001
C 2.44893 -2.70053 -0.84428  -0.008
As 1.53302 -2.08954 0.75337  -0.013
C 1.44415 -3.77400 1.71219  0.012
C 3.02362 -1.14018 1.56438  -0.016
C 2.83531 -0.48302 2.93411  0.009
C 2.31841 -1.49714 3.95875  0.001
C 1.88079 0.70257 2.83947  -0.001
As -0.00634 0.42380 2.42664  0.005
C -0.80294 -0.18609 4.08865  -0.004
C -0.45985 2.30897 2.43421  -0.011
C 4.21295 0.00792 3.42786  -0.001
As 5.31353 1.49117 2.66373  0.000
C 4.79687 1.62441 0.76736  0.001
C 4.29606 3.04672 3.29915  0.000
H 3.28370 -3.31777 -0.51226  -0.001
H 2.84522 -1.86061 -1.41274  -0.001
H 1.78663 -3.30074 -1.46323  0.001
H 2.46948 -4.04632 1.96197  0.000
H 1.01798 -4.52470 1.05176  0.000
H 0.85120 -3.70642 2.61766  0.000
H 3.33001 -0.40024 0.82484  0.009
H 3.82138 -1.88687 1.61993  -0.001
H 1.32557 -1.87778 3.70310  0.000
H 2.24651 -1.03831 4.94602  0.000
H 2.99429 -2.34990 4.04151  0.000
H 2.22681 1.40859 2.08235  -0.003
H 1.87001 1.24096 3.79150  -0.001
H -0.15301 0.08561 4.91861  0.000
H -0.94736 -1.26484 4.08419  0.000
H -1.76814 0.30064 4.20933  0.000
H 0.01596 2.75180 3.30935  0.000
H -1.53271 2.46421 2.49646  0.001
H -0.07467 2.78766 1.53480  0.001
H 4.88666 -0.85304 3.44856  0.000
H 4.11033 0.31841 4.47312  0.000
H 5.15517 0.76037 0.20849  0.000
H 5.31770 2.50045 0.38040  0.000
H 3.72845 1.76758 0.59593  -0.001
H 4.19416 2.99324 4.38297  0.000
H 3.31176 3.15058 2.84462  0.000
H 4.87897 3.93691 3.06586  0.000
S -0.49977 -1.95007 -4.17776  0.002
C -0.03288 -1.53687 -2.59531  0.025
N -0.96593 -1.52184 -1.68892  0.011
C -2.20632 -1.81452 -2.26509  0.002
C -3.44838 -1.81381 -1.62659  -0.001
C -4.56948 -2.13046 -2.36347  0.000
C -4.47960 -2.44681 -3.72651  0.000
C -3.26536 -2.43076 -4.37581  0.000
C -2.13340 -2.10189 -3.63081  0.000
H 0.99422 -1.29160 -2.37928  -0.003
H -3.52922 -1.54955 -0.58278  0.003
H -5.53968 -2.12580 -1.88464  0.000
H -5.37657 -2.69290 -4.27776  0.000
H -3.19279 -2.65695 -5.43076  0.000

Forces on atoms 1 to 6 (eV/Å):
-0.641 -0.251 0.125
-0.007 0.004 0.017
0.017 0.012 0.036
-0.039 0.013 -0.013
-0.006 0.017 -0.014
0.084 -0.147 -0.018

Its spin multiplicity is 2. The expectation value of S² is 0.8168. Its molar mass is 1078.42 g mol⁻¹. Its electronic energy is -16341.7517 Ha. The charge is +2. As for the HOMO energy (alpha / beta): -12.8 / -12.8 eV.